Below is the molecule C5H11N, with properties calculated with ωB97M-V/def2-TZVPD.

```
17
Properties=species:S:1:pos:R:3:lowdin_charge:R:1
C -0.14 -1.35 -1.05 -0.0713
C 1.08 -0.84 1.00 -0.0696
N 0.14 0.13 0.96 -0.2956
C 0.04 1.04 1.92 0.0028
C -0.69 0.04 -0.26 -0.2876
C -0.39 1.19 -1.23 -0.0818
H 0.92 -1.70 -1.13 0.0818
H -0.65 -2.25 -0.71 0.0634
H -0.38 -1.13 -2.09 0.0461
H 0.69 -1.85 1.03 0.0641
H 2.07 -0.60 1.30 0.0538
H 0.44 0.76 2.89 0.0574
H -0.41 2.01 1.77 0.0526
H -1.76 0.17 0.08 0.1471
H -0.58 2.21 -0.85 0.0739
H -1.02 1.05 -2.12 0.0774
H 0.66 1.11 -1.51 0.0856
```

Computed properties:
Frontier orbital gap (alpha / beta)   0.276 / 0.285 Ha
HOMO (alpha / beta)   -6.5 / -6.8 eV
Max |F|   1.763 eV Å⁻¹
Energy relative to the best compared isomer or geometry (same formula, charge and spin)   97.6 kcal per mole